No. 1
The following is a quantum chemistry calculation of C13H17BN2O9Pb3 as an isolated structure, from OMol25.

```
! wB97M-V def2-TZVPD RIJCOSX def2/J DEFGRID3
* xyz 4 1
Pb -3.980 -2.131 -2.806
Pb 0.318 -2.639 -3.303
Pb -2.054 -0.272 -5.703
O 0.128 -2.757 -0.543
C -0.306 -2.819 0.613
O 0.180 -3.212 1.721
B -0.813 -3.018 2.811
O -2.088 -2.674 2.153
C -1.846 -2.427 0.834
O -2.689 -2.170 -0.050
O -0.458 -1.966 3.768
C -0.307 -2.523 4.984
O 0.085 -1.913 5.970
C -0.582 -4.046 4.838
O -1.009 -4.202 3.683
O -0.389 -4.889 5.664
C -1.210 0.289 -2.132
O -1.828 -0.645 -2.994
H -0.885 -0.162 -1.194
H -0.534 1.017 -2.581
H -2.035 0.950 -1.866
C 2.541 2.315 -1.984
C 3.616 1.691 -2.935
C 3.101 1.588 -4.396
C 1.897 0.725 -4.629
N 0.955 0.104 -4.860
H 2.543 3.404 -1.967
H 2.678 1.933 -0.973
H 1.555 2.000 -2.325
H 3.891 0.728 -2.504
H 4.565 2.227 -2.960
H 3.804 0.939 -4.919
H 3.113 2.567 -4.875
C -2.070 2.252 1.219
C -0.541 1.749 1.334
C -0.025 1.492 2.811
C -0.988 1.571 3.925
N -1.711 1.654 4.819
H -2.795 1.595 1.699
H -2.427 2.443 0.207
H -2.137 3.090 1.912
H 0.110 2.321 0.673
H -0.697 0.765 0.893
H 0.617 2.356 2.982
H 0.705 0.701 2.986
*
```

Summary:
* energy relative to the best compared isomer or geometry (same formula, charge and spin): 279.24 kJ/mol
* HOMO energy: -18.67 eV
* HOMO-LUMO gap: 1.489 eV

***

No. 2
The following is a quantum chemistry calculation of a 2-piece molecular cluster, C5H11NO overall, from OMol25.

```
! wB97M-V def2-TZVPD RIJCOSX def2/J DEFGRID3
* xyz 0 1
C -1.927 0.407 -0.998
C -1.424 1.208 -0.059
C 0.038 1.044 0.458
C 1.002 1.780 -0.458
C 1.234 1.044 -1.606
N 2.282 1.199 -2.483
H -2.837 0.413 -1.525
H -1.360 -0.481 -1.366
H -1.918 2.180 0.257
H 0.337 1.453 1.498
H 0.349 -0.026 0.463
H 1.421 2.734 -0.288
H 0.486 0.087 -1.713
H 2.412 0.616 -3.272
H 2.516 2.165 -2.601
O -1.101 -4.964 4.224
H -0.439 -5.479 4.499
H -1.666 -5.245 3.612
*
```

Summary:
* energy relative to the best compared isomer or geometry (same formula, charge and spin): 370.22 kJ/mol
* HOMO energy: -7.55 eV
* SMILES: C=CC/C=C/N.O
* HOMO-LUMO gap: 8.703 eV

***

No. 3
The following is a quantum chemistry calculation of a 9-piece molecular cluster, C44H75ClF2N8O5S overall, from OMol25.

```
! wB97M-V def2-TZVPD RIJCOSX def2/J DEFGRID3
* xyz 0 1
C 1.048 -2.909 -4.528
C 2.161 -2.168 -3.821
O 3.177 -2.013 -4.351
O 2.005 -1.696 -2.551
C 0.641 -1.484 -2.183
C 0.533 -0.769 -0.834
C -0.865 -1.148 -0.289
F -0.740 -2.433 0.164
C -1.321 -0.327 0.928
C -2.848 -0.351 1.235
C -3.707 -1.252 0.363
F -3.487 -2.576 0.586
S -0.854 1.419 0.844
O -1.732 2.153 -0.016
O -0.829 1.895 2.189
O 0.662 1.410 0.329
C 0.743 0.743 -0.959
C 2.079 1.163 -1.588
C 1.894 1.997 -2.866
C 1.123 1.280 -3.982
Cl 3.536 2.371 -3.532
H 0.120 -2.329 -4.592
H 0.797 -3.779 -3.909
H 1.333 -3.268 -5.507
H 0.187 -2.468 -2.025
H 0.032 -0.989 -2.943
H 1.324 -1.169 -0.194
H -1.535 -1.086 -1.147
H -0.794 -0.740 1.786
H -2.966 -0.699 2.262
H -3.295 0.642 1.193
H -4.747 -1.019 0.600
H -3.603 -1.024 -0.701
H -0.063 1.167 -1.572
H 2.573 1.838 -0.885
H 2.778 0.344 -1.745
H 1.445 2.962 -2.642
H 1.635 0.345 -4.205
H 1.148 1.928 -4.857
H 0.081 1.154 -3.680
C -3.373 2.789 4.745
C -3.542 2.093 6.092
C -3.705 0.576 5.960
C -4.899 0.252 5.164
N -5.814 0.003 4.540
H -4.255 2.658 4.114
H -3.231 3.861 4.888
H -2.506 2.402 4.205
H -4.409 2.514 6.606
H -2.670 2.303 6.713
H -3.807 0.117 6.943
H -2.832 0.138 5.473
C -8.372 -2.044 3.569
C -8.525 -2.752 4.907
C -8.648 -4.274 4.769
C -9.833 -4.629 3.971
N -10.750 -4.902 3.359
H -9.247 -2.193 2.932
H -8.256 -0.972 3.720
H -7.492 -2.405 3.034
H -9.405 -2.360 5.422
H -7.659 -2.524 5.532
H -8.740 -4.737 5.751
H -7.762 -4.684 4.282
C -1.170 6.847 5.411
C -2.634 7.269 5.352
C -3.227 7.563 6.735
C -3.167 6.364 7.586
N -3.127 5.435 8.237
H -1.044 5.918 5.969
H -0.783 6.677 4.406
H -0.558 7.617 5.884
H -3.214 6.482 4.865
H -2.724 8.164 4.733
H -4.268 7.873 6.642
H -2.678 8.368 7.224
C -3.386 -6.141 2.381
C -2.074 -5.928 3.129
C -2.260 -5.178 4.452
C -2.833 -3.845 4.212
N -3.268 -2.814 4.023
H -3.846 -5.192 2.099
H -3.211 -6.702 1.462
H -4.099 -6.701 2.990
H -1.383 -5.377 2.488
H -1.617 -6.895 3.333
H -1.300 -5.060 4.956
H -2.925 -5.732 5.117
C 6.577 6.462 -6.123
C 6.359 5.642 -4.855
C 6.214 4.143 -5.133
C 5.055 3.892 -6.002
N 4.159 3.708 -6.673
H 5.724 6.386 -6.799
H 6.704 7.517 -5.877
H 7.468 6.127 -6.658
H 5.468 6.008 -4.341
H 7.205 5.796 -4.180
H 6.075 3.598 -4.198
H 7.112 3.758 -5.620
C -0.278 -9.658 6.064
C 1.223 -9.392 6.092
C 1.587 -7.981 5.619
C 1.147 -7.773 4.230
N 0.811 -7.617 3.157
H -0.677 -9.593 5.050
H -0.494 -10.660 6.435
H -0.815 -8.942 6.690
H 1.729 -10.130 5.466
H 1.592 -9.529 7.110
H 2.665 -7.831 5.669
H 1.112 -7.231 6.254
C 11.473 6.658 -7.002
C 11.249 5.827 -5.744
C 11.102 4.330 -6.035
C 9.947 4.088 -6.914
N 9.051 3.903 -7.586
H 10.624 6.590 -7.684
H 11.601 7.710 -6.746
H 12.368 6.328 -7.535
H 10.355 6.190 -5.231
H 12.090 5.972 -5.063
H 10.957 3.776 -5.108
H 11.999 3.944 -6.522
C 0.766 -0.910 -8.417
C -0.698 -0.527 -8.604
C -1.457 -0.416 -7.278
C -1.443 -1.704 -6.567
N -1.430 -2.696 -6.014
H 0.868 -1.894 -7.956
H 1.275 -0.949 -9.380
H 1.286 -0.182 -7.790
H -1.184 -1.267 -9.243
H -0.755 0.431 -9.123
H -2.493 -0.127 -7.455
H -1.000 0.343 -6.639
*
```

Summary:
* HOMO energy: -10.23 eV
* SMILES: CC(=O)OC[C@@H]1[C@@H](F)[C@H](CCF)S(=O)(=O)O[C@H]1C[C@H](C)Cl.CCCC#N.CCCC#N.CCCC#N.CCCC#N.CCCC#N.CCCC#N.CCCC#N.CCCC#N
* HOMO-LUMO gap: 10.623 eV

***

No. 4
The following is a quantum chemistry calculation of an isolated ion of composition C4H9N3 and charge +2, from OMol25.

```
! wB97M-V def2-TZVPD RIJCOSX def2/J DEFGRID3
* xyz 2 1
C 0.331 2.023 -0.338
N -0.205 0.906 -0.114
C -1.483 0.644 0.446
N -1.850 -0.542 0.205
C -1.015 -1.359 -0.431
N 0.391 -0.290 -0.465
C 1.376 -0.815 0.548
H 1.264 2.107 -0.688
H -0.024 2.935 0.127
H -2.016 1.362 1.020
H -1.041 -2.193 0.193
H -1.180 -1.787 -1.478
H 0.744 -0.348 -1.419
H 0.967 -0.883 1.588
H 1.592 -1.759 0.113
H 2.149 0.000 0.693
*
```

Summary:
* energy relative to the best compared isomer or geometry (same formula, charge and spin): 422.42 kJ/mol
* HOMO energy: -21.14 eV
* SMILES: C=[N+]1C=NC[N@@H+]1C
* HOMO-LUMO gap: 10.156 eV

***

No. 5
The following is a quantum chemistry calculation of C3H3I as an isolated structure, from OMol25.

```
! wB97M-V def2-TZVPD RIJCOSX def2/J DEFGRID3
* xyz 0 1
C -0.145 1.143 -0.269
C -0.615 2.545 -0.628
C -0.007 -0.002 0.411
I 0.588 3.844 0.301
H 0.055 1.337 -1.375
H 0.497 -0.713 -0.107
H -0.251 -0.208 1.517
*
```

Summary:
* energy relative to the best compared isomer or geometry (same formula, charge and spin): 287.24 kJ/mol
* HOMO energy: -8.85 eV
* HOMO-LUMO gap: 8.251 eV